[1]
DFT (the ωB97M-V functional and the def2-TZVPD basis) results for a single C5H8N2OS molecule.

Element x y z (Å)
N1 0.129 1.176 0.913
S1 0.755 -1.231 -0.006
H1 -0.980 0.066 -2.040
H2 1.697 1.596 2.131
N2 -2.126 -1.395 0.973
H3 2.844 -0.090 0.402
H4 -1.361 1.620 -1.276
C1 -0.609 0.839 -1.369
C2 -0.365 0.249 0.008
C3 1.969 -0.336 1.010
H5 0.302 1.268 -1.783
H6 -2.991 -1.805 1.293
C4 1.245 0.918 1.424
O1 -2.944 0.678 0.404
C5 -2.096 -0.147 0.520
H7 -1.278 -1.948 0.968
H8 2.280 -0.945 1.856

Atoms 1-6, force components in eV/Å:
N -8.10 0.40 -5.27
S -0.32 0.42 0.01
H -0.06 -0.02 -0.20
H 0.03 -0.19 0.33
N -0.19 -0.38 0.23
H 0.21 -0.43 -0.23

Results
multiplicity: 3
orbital gap (alpha / beta): 0.1968 / 0.2222 hartree
E_LUMO (alpha / beta): 0.5895 / -3.0385 eV
highest occupied orbital energy (alpha / beta): -4.77 / -9.08 eV
energy relative to the best compared isomer or geometry (same formula, charge and spin): 0.0 kJ/mol

[2]
DFT (the ωB97M-V functional and the def2-TZVPD basis) results for a single C5H8N2S molecule.

Element x y z (Å)
C1 1.908 -0.348 0.366
H1 1.189 0.385 -1.516
C2 2.127 1.185 0.095
S1 1.544 -2.035 -0.141
C3 -0.300 -0.309 -0.081
H2 -3.038 -0.682 1.228
C4 -1.648 0.248 -0.183
H3 -1.774 0.762 -1.146
H4 -1.924 1.082 0.447
N1 -2.822 -0.679 0.008
H5 2.911 1.781 -0.613
N2 -0.189 -1.548 0.036
H6 2.053 1.829 0.950
H7 1.270 -0.363 1.292
C5 1.026 0.400 -0.447
H8 -2.331 -1.708 -0.293

Atoms 1-6, force components in eV/Å:
C 0.98 -0.69 2.04
H -0.20 -0.66 -0.44
C 2.43 1.66 -0.65
S -0.42 0.32 0.40
C 0.00 2.20 -0.79
H 1.10 -0.55 -4.87

Results
orbital gap: 0.3525 hartree
E_LUMO: 0.7474 eV
highest occupied orbital energy: -8.84 eV
energy relative to the best compared isomer or geometry (same formula, charge and spin): 608.6 kJ/mol
SMILES string: NCC1=NS[C@H]2C[C@H]12

[3]
DFT (the ωB97M-V functional and the def2-TZVPD basis) results for a single C5H8N2S molecule.

Element x y z (Å)
N1 -1.765 1.205 -0.014
C1 -0.495 1.274 -0.007
C2 0.307 0.055 -0.017
H1 1.721 -2.111 -0.172
H2 3.153 -1.255 -0.795
H3 3.422 0.972 0.335
C3 -0.626 -1.161 -0.007
H4 -0.075 2.252 -0.031
S1 -2.293 -0.424 0.016
H5 -0.523 -1.742 -0.840
H6 2.955 -1.391 0.939
H7 2.111 2.026 0.232
N2 2.459 1.140 -0.061
H8 -0.437 -1.814 0.887
C4 1.649 0.026 -0.005
C5 2.415 -1.288 -0.011

Atoms 1-6, force components in eV/Å:
N -0.26 -0.39 0.12
C -0.12 -0.50 -0.17
C -0.51 -0.03 0.15
H 0.30 -0.07 0.12
H 0.29 -0.13 -0.43
H -1.62 0.33 -0.73

Results
orbital gap: 0.3017 hartree
E_LUMO: 0.7191 eV
highest occupied orbital energy: -7.49 eV
energy relative to the best compared isomer or geometry (same formula, charge and spin): 108.9 kJ/mol
SMILES string: C/C(N)=C1/C=NSC1

[4]
DFT (the ωB97M-V functional and the def2-TZVPD basis) results for a single C5H8N2S molecule.

Element x y z (Å)
H1 2.147 0.259 -0.420
H2 0.141 0.396 2.606
H3 1.591 1.499 -1.354
H4 1.603 -0.180 -2.076
C1 -1.488 -0.473 0.876
S1 -1.135 -0.215 -2.967
C2 0.063 0.127 -0.588
H5 -1.708 -0.721 1.876
H6 -3.032 -0.589 -0.816
C3 -2.086 -0.438 -0.371
N1 -0.166 -0.152 0.702
C4 0.825 0.131 1.781
N2 -1.068 -0.112 -1.316
H7 1.345 -0.859 1.857
C5 1.551 0.475 -1.190
H8 1.416 0.851 1.402

Atoms 1-6, force components in eV/Å:
H 2.89 -1.24 2.60
H 1.25 0.01 0.16
H 0.05 1.81 -0.92
H 0.42 0.61 0.32
C 0.19 0.15 -1.49
S -0.32 0.09 -1.94

Results
orbital gap: 0.2688 hartree
E_LUMO: 0.4631 eV
highest occupied orbital energy: -6.85 eV
energy relative to the best compared isomer or geometry (same formula, charge and spin): 220.4 kJ/mol

[5]
DFT (the ωB97M-V functional and the def2-TZVPD basis) results for a single C5H8N2S molecule.

Element x y z (Å)
C1 -0.802 -0.368 -1.548
C2 1.545 -0.211 0.036
N1 -0.630 -1.239 -0.630
H1 -1.261 -0.907 2.029
C3 -0.186 -1.043 1.828
H2 0.403 -0.483 2.548
H3 1.955 -0.588 -0.907
S1 -0.806 2.313 -2.016
H4 2.262 -0.069 0.854
C4 0.150 -0.617 0.421
H5 -1.367 -0.575 -2.456
N2 -0.214 0.881 -1.340
H6 0.423 1.709 0.574
H7 -1.921 2.470 -1.286
H8 0.012 -2.080 1.943
C5 0.437 0.807 -0.050

Atoms 1-6, force components in eV/Å:
C -0.09 -0.28 0.03
C 0.38 0.14 -0.02
N 0.03 0.37 -0.09
H 0.38 0.13 -0.03
C -0.60 0.84 -0.44
H -0.01 0.07 0.13

Results
orbital gap: 0.3540 hartree
E_LUMO: 0.7329 eV
highest occupied orbital energy: -8.90 eV
energy relative to the best compared isomer or geometry (same formula, charge and spin): 167.4 kJ/mol
SMILES string: C[C@]12C[C@H]1N(S)C=N2

[6]
DFT (the ωB97M-V functional and the def2-TZVPD basis) results for a single C5H8N2S molecule.

Element x y z (Å)
H1 0.978 -1.356 1.861
N1 1.448 -0.323 -1.678
C1 -0.135 0.510 1.329
C2 1.213 0.712 -2.663
C3 -0.038 0.068 0.038
H2 -1.148 0.923 1.529
H3 0.543 1.264 1.618
S1 -2.661 0.131 0.003
H4 -0.125 -0.876 3.209
H5 0.900 1.858 -2.320
N2 1.167 0.119 -0.471
H6 1.247 0.363 -3.630
C4 -0.033 -0.953 2.106
H7 -1.299 -0.575 -1.763
H8 -0.771 -1.705 1.552
C5 -1.287 -0.158 -0.718

Atoms 1-6, force components in eV/Å:
H -0.63 0.36 0.32
N -1.90 5.47 -5.56
C -2.43 -1.51 5.51
C 0.17 -1.66 7.07
C 2.32 0.88 -5.38
H 0.84 -0.38 0.06

Results
orbital gap: 0.2782 hartree
E_LUMO: -1.1159 eV
highest occupied orbital energy: -8.69 eV
energy relative to the best compared isomer or geometry (same formula, charge and spin): 496.1 kJ/mol
SMILES string: C=N/N=C(\C=S)CC

[7]
DFT (the ωB97M-V functional and the def2-TZVPD basis) results for a single C5H8N2S molecule.

Element x y z (Å)
C1 0.708 0.335 -0.504
H1 0.930 0.952 -3.325
C2 0.875 0.224 0.981
H2 1.917 0.452 1.438
C3 -0.186 -0.711 -1.160
S1 -1.571 -0.378 1.757
H3 1.658 2.406 -2.926
N1 1.131 1.627 -2.559
H4 -0.454 -0.492 -2.228
C4 -0.552 -1.941 -0.651
H5 -1.147 -2.638 -1.306
H6 -0.182 -2.163 0.358
H7 -1.729 -0.776 0.304
H8 2.198 1.877 -0.683
C5 1.410 1.321 -1.183
N2 0.070 -0.048 1.896

Atoms 1-6, force components in eV/Å:
C -0.12 -0.52 -0.02
H 0.18 0.44 1.63
C 3.12 0.86 -0.54
H -1.38 -0.16 -1.16
C 0.61 -0.42 -0.93
S -0.65 -0.40 -1.85

Results
orbital gap: 0.3049 hartree
E_LUMO: 0.3160 eV
highest occupied orbital energy: -7.98 eV
energy relative to the best compared isomer or geometry (same formula, charge and spin): 327.8 kJ/mol
SMILES string: C=CC(/C=N\S)=C\N

[8]
DFT (the ωB97M-V functional and the def2-TZVPD basis) results for a single C5H8N2S molecule.

Element x y z (Å)
N1 0.348 -0.808 1.383
C1 -0.258 -0.612 -1.518
H1 0.602 -0.346 -2.141
H2 0.578 2.282 -0.322
H3 -1.123 -0.834 -2.180
H4 1.016 -1.016 2.116
C2 0.591 0.318 0.541
N2 0.312 -1.958 0.581
H5 1.551 0.280 0.037
C3 -0.082 1.635 0.221
H6 0.054 -2.876 -1.196
C4 -0.563 0.371 -0.409
S1 -1.271 2.486 1.259
H7 -0.366 2.926 2.181
C5 0.073 -1.869 -0.679
H8 -1.463 0.021 0.124

Atoms 1-6, force components in eV/Å:
N 0.23 0.01 0.24
C -0.36 -0.04 -0.09
H -0.16 0.03 0.00
H 0.20 0.26 -0.20
H 0.51 0.14 0.33
H -0.10 0.25 -0.05

Results
orbital gap: 0.3621 hartree
E_LUMO: 0.8362 eV
highest occupied orbital energy: -9.02 eV
energy relative to the best compared isomer or geometry (same formula, charge and spin): 349.2 kJ/mol
SMILES string: S[C@@H]1[C@H]2CC=NN[C@H]12

[9]
DFT (the ωB97M-V functional and the def2-TZVPD basis) results for 2 unconnected molecules or ions with the total composition C5H8N2S.

Element x y z (Å)
C1 1.143 -1.037 -2.366
C2 -0.024 -0.331 -0.523
H1 -1.418 -1.712 -0.537
C3 -1.918 1.587 3.286
H2 -1.224 2.043 3.904
H3 -2.702 1.310 4.183
C4 2.154 0.586 -1.002
H4 -0.348 -2.764 -2.548
H5 2.275 1.380 -0.336
H6 3.133 0.500 -1.411
N1 -0.616 -1.388 -1.038
S1 -1.458 0.301 2.281
H7 -2.197 2.461 2.740
N2 1.131 -0.127 -1.340
H8 1.958 -0.930 -3.151
C5 0.111 -1.879 -2.142

Atoms 1-6, force components in eV/Å:
C 0.98 -2.14 -2.52
C -1.25 0.94 1.82
H -0.55 -0.85 -0.41
C -2.63 -0.98 1.68
H 2.60 0.35 1.38
H 1.14 0.18 -2.40

Results
net charge: +2
orbital gap (alpha / beta): 0.2332 / 0.2329 hartree
E_LUMO (alpha / beta): -11.6903 / -11.6587 eV
highest occupied orbital energy (alpha / beta): -18.04 / -18.00 eV
energy relative to the best compared isomer or geometry (same formula, charge and spin): 341.6 kJ/mol

[10]
DFT (the ωB97M-V functional and the def2-TZVPD basis) results for 2 unconnected molecules or ions with the total composition C5H8N3.

Element x y z (Å)
C1 -2.232 -0.100 0.692
N1 1.306 0.776 1.028
C2 2.177 -0.015 -1.001
H1 2.796 -0.079 -1.832
H2 -1.286 1.211 -0.892
H3 2.185 2.333 -0.079
H4 -3.110 -0.526 1.069
H5 1.203 -1.227 1.790
C3 1.227 -0.560 0.847
H6 -2.039 -0.169 -1.674
N2 -1.080 -0.917 0.139
C4 -1.733 0.126 -0.726
H7 -1.739 0.744 1.226
H8 -1.366 -1.818 -0.237
C5 1.989 1.220 0.001
N3 1.703 -1.000 -0.351

Atoms 1-6, force components in eV/Å:
C 3.34 1.37 -1.52
N 0.61 2.07 -0.79
C -0.28 0.99 3.86
H 0.58 -0.03 -1.77
H -0.21 -2.44 0.77
H 0.12 -1.59 -0.13

Results
net charge: +1
orbital gap (alpha / beta): 0.2681 / 0.2680 hartree
E_LUMO (alpha / beta): -7.3538 / -7.3556 eV
highest occupied orbital energy (alpha / beta): -14.65 / -14.65 eV
energy relative to the best compared isomer or geometry (same formula, charge and spin): 559.2 kJ/mol

[11]
DFT (the ωB97M-V functional and the def2-TZVPD basis) results for 2 unconnected molecules or ions with the total composition C5H8N3O.

Element x y z (Å)
N1 3.002 0.553 -0.323
N2 -1.922 -1.251 0.132
C1 -1.124 -0.175 -0.040
H1 2.124 0.407 -2.183
H2 -0.005 1.365 1.225
N3 3.225 0.822 0.736
H3 -2.525 1.212 -0.806
C2 2.019 0.112 -1.101
H4 -2.141 -1.743 -0.700
H5 -1.882 -1.683 1.006
H6 1.178 -1.915 1.228
O1 1.764 -1.403 0.670
C3 -0.881 0.957 0.892
C4 1.264 -0.842 -0.413
C5 -1.453 1.170 -0.598
H7 -1.796 0.858 1.666
H8 -0.846 1.556 -1.393

Atoms 1-6, force components in eV/Å:
N 0.40 1.30 2.93
N 2.00 2.75 -1.08
C -0.11 -0.05 0.57
H -0.91 -0.56 1.48
H 2.10 0.83 0.44
N 1.84 0.12 -0.18

Results
net charge: +1
orbital gap (alpha / beta): 0.2893 / 0.2892 hartree
E_LUMO (alpha / beta): -4.9204 / -4.9210 eV
highest occupied orbital energy (alpha / beta): -12.79 / -12.79 eV
energy relative to the best compared isomer or geometry (same formula, charge and spin): 660.8 kJ/mol

[12]
DFT (the ωB97M-V functional and the def2-TZVPD basis) results for a molecular structure, C5H8N3O2.

Element x y z (Å)
H1 -1.021 -2.318 -1.039
C1 0.623 -0.594 -1.478
N1 -0.174 -0.525 -0.362
H2 -1.026 -0.485 2.360
N2 0.804 1.360 0.590
H3 0.877 2.051 1.340
C2 1.646 0.221 -1.876
N3 1.678 1.398 -0.439
C3 -0.149 0.383 0.603
H4 -2.154 0.387 1.337
H5 -1.007 1.275 2.332
O1 2.485 0.499 -2.624
H6 -2.173 -1.179 -0.339
C4 -1.165 -1.584 -0.251
H7 0.418 -1.420 -2.144
H8 -1.072 -2.089 0.710
O2 2.540 2.232 -0.435
C5 -1.131 0.389 1.715

Atoms 1-6, force components in eV/Å:
H 0.08 0.16 0.07
C 0.62 -0.44 -1.21
N 0.16 1.37 1.22
H 0.09 -0.01 -0.02
N 0.12 -0.28 -0.59
H 0.12 -0.07 -0.26

Results
net charge: +1
orbital gap (alpha / beta): 0.2864 / 0.2865 hartree
E_LUMO (alpha / beta): -5.1811 / -5.1791 eV
highest occupied orbital energy (alpha / beta): -12.97 / -12.97 eV
energy relative to the best compared isomer or geometry (same formula, charge and spin): 358.9 kJ/mol

[13]
DFT (the ωB97M-V functional and the def2-TZVPD basis) results for a gas-phase ion, C5H8N3O3 (charge -1).

Element x y z (Å)
O1 2.119 -1.831 0.714
H1 -1.122 0.246 -2.160
H2 -0.641 -1.267 -0.765
H3 -1.303 0.604 1.365
C1 0.560 0.918 -0.725
O2 1.931 -0.714 -1.789
C2 0.510 -0.430 1.414
H4 -1.518 1.588 -0.947
H5 0.953 -0.816 2.351
N1 1.350 -0.290 -0.691
C3 -0.941 0.587 -1.101
H6 0.887 1.416 -1.637
N2 1.351 -0.895 0.446
H7 -1.625 -1.045 1.887
N3 0.588 1.699 0.601
C4 -1.048 -0.452 1.191
C5 -1.363 -0.606 -0.311
O3 1.660 2.309 0.786
H8 -2.349 -1.021 -0.628

Atoms 1-6, force components in eV/Å:
O 1.30 -1.07 -0.51
H 0.86 0.90 0.67
H -0.06 -1.29 0.24
H -0.42 -0.21 0.47
C -1.60 -0.13 -1.20
O -0.61 -0.03 1.15

Results
net charge: -1
orbital gap: 0.2490 hartree
E_LUMO: 3.8116 eV
highest occupied orbital energy: -2.97 eV
energy relative to the best compared isomer or geometry (same formula, charge and spin): 598.6 kJ/mol
SMILES string: O=N[C@@H]1CCCC=[N+]([O-])N1[O-]

[14]
DFT (the ωB97M-V functional and the def2-TZVPD basis) results for a gas-phase ion, C5H8N3O3 (charge +1).

Element x y z (Å)
C1 -0.275 0.225 0.352
N1 -1.697 -0.147 0.275
H1 -0.907 1.794 1.283
H2 -0.709 1.369 -1.435
O1 -2.558 1.970 0.558
N2 1.731 -1.136 0.867
H3 2.256 -1.968 1.067
O2 -0.163 1.136 1.347
N3 -0.443 -2.056 0.151
H4 1.042 1.377 -0.853
H5 -3.591 0.307 0.018
H6 2.396 -0.304 0.872
H7 0.347 -0.058 -1.771
C2 0.503 -1.153 0.551
O3 -2.675 -2.222 -0.366
C3 0.118 0.777 -1.054
H8 -0.266 -3.002 0.004
C4 -2.733 0.812 0.264
C5 -1.760 -1.509 -0.103

Atoms 1-6, force components in eV/Å:
C -0.78 0.62 -1.13
N 1.15 -1.96 -0.89
H 0.59 -0.48 -0.14
H 0.24 0.27 -0.03
O -0.12 -0.73 -0.34
N 3.10 0.02 0.48

Results
net charge: +1
orbital gap: 0.3799 hartree
E_LUMO: -4.5314 eV
highest occupied orbital energy: -14.87 eV
energy relative to the best compared isomer or geometry (same formula, charge and spin): 28.7 kJ/mol
SMILES string: C[C@]1(O)C(=[NH2+])NC(=O)N1C=O

[15]
DFT (the ωB97M-V functional and the def2-TZVPD basis) results for a molecular structure, C5H8N3OS.

Element x y z (Å)
C1 -0.617 0.920 1.033
H1 -1.355 2.114 2.470
S1 1.460 2.339 -0.965
N1 -0.761 2.051 1.648
C2 0.723 -0.111 -1.445
C3 2.011 1.449 -2.342
N2 -1.094 -0.231 1.382
H2 -1.028 -1.047 0.781
H3 -1.595 -0.950 3.123
H4 -0.312 2.893 1.318
H5 0.477 -2.009 -2.304
H6 0.450 -2.029 -0.543
H7 2.682 1.889 -3.052
N3 1.561 0.250 -2.441
O1 -1.960 -0.331 2.467
C4 0.127 -1.475 -1.424
H8 -0.963 -1.436 -1.462
C5 0.582 0.919 -0.571

Atoms 1-6, force components in eV/Å:
C 3.53 0.17 -4.20
H 0.09 0.03 -0.10
S -0.19 -0.45 -0.02
N -0.44 0.16 0.60
C -0.30 0.38 0.73
C -0.07 0.37 0.27

Results
net charge: +1
orbital gap: 0.3570 hartree
E_LUMO: -3.6035 eV
highest occupied orbital energy: -13.32 eV
energy relative to the best compared isomer or geometry (same formula, charge and spin): 264.2 kJ/mol